{
  "formula": "C4H6N2",
  "method": "ωB97M-V/def2-TZVPD",
  "relative_energy_kcal_mol": 167.35,
  "homo_lumo_gap_ev": [7.59, 7.14],
  "symbols": ["C", "C", "C", "C", "N", "N", "H", "H", "H", "H", "H", "H"],
  "positions_angstrom": [[-0.335760, 0.033861, 0.146398], [0.032425, 1.395136, -0.133934], [1.029999, -0.645258, 0.022877], [1.560887, 0.917112, -0.004573], [-1.508763, -0.426061, -0.072066], [-2.505296, 0.355008, 0.109669], [1.318274, -1.238348, 0.910257], [1.087337, -1.300594, -0.886826], [2.341810, 1.221668, -0.765258], [1.871249, 1.122583, 1.140474], [-1.445787, -1.401384, -0.356130], [-3.446374, -0.033727, -0.110886]],
  "forces_ev_per_a": [[4.7, 2.5, -0.5], [1.7, -1.1, 0.1], [-0.6, 0.7, -0.2], [-0.6, -1.0, 2.1], [-2.8, -0.5, 0.4], [-1.7, -0.4, 0.0], [0.1, 0.3, -0.4], [0.4, 0.8, 0.6], [-1.0, -0.2, 1.1], [-0.2, -0.2, -2.7], [-1.3, -0.4, -0.2], [1.3, -0.4, -0.2]],
  "mulliken_charge": [0.5240, -0.7046, -0.8245, -0.1850, 0.3548, -0.7195, 0.2379, 0.3061, 0.3138, 0.1904, 0.2804, 0.2262]
}


{
  "formula": "C4H6N2",
  "method": "ωB97M-V/def2-TZVPD",
  "relative_energy_kcal_mol": 47.57,
  "homo_lumo_gap_ev": 9.62,
  "smiles": "[H]/N=C/N=C=CC",
  "symbols": ["H", "N", "C", "N", "C", "C", "C", "H", "H", "H", "H", "H"],
  "positions_angstrom": [[-3.760587, -0.635822, 0.587306], [-2.896910, -0.556334, 0.052287], [-2.245713, 0.456548, 0.444538], [-1.083529, 0.873833, -0.215776], [-0.069718, 0.212048, -0.414670], [1.074199, -0.365316, -0.682818], [2.369123, -0.053647, 0.030287], [-2.554714, 1.155416, 1.227803], [1.076959, -1.042913, -1.531748], [3.084906, -0.866152, -0.115050], [2.224893, 0.086436, 1.104851], [2.812852, 0.863760, -0.374235]],
  "forces_ev_per_a": [[0.1, -0.1, 0.0], [0.1, 0.3, 0.2], [-0.2, -0.2, 0.0], [0.5, -0.3, -0.2], [-0.2, 0.2, 0.1], [-0.2, 0.1, 0.0], [0.0, 0.0, 0.1], [0.0, -0.1, -0.1], [0.0, 0.1, 0.1], [-0.1, 0.1, 0.1], [0.0, 0.0, -0.1], [0.0, -0.2, 0.1]],
  "mulliken_charge": [0.2488, -0.5679, 0.0892, -0.3869, 0.5619, -0.5354, -0.9330, 0.3333, 0.3344, 0.2915, 0.3091, 0.2552]
}


{
  "formula": "C4H6N2",
  "method": "ωB97M-V/def2-TZVPD",
  "relative_energy_kcal_mol": 87.79,
  "homo_lumo_gap_ev": 10.40,
  "smiles": "C1=NN2C[C@H]2C1",
  "symbols": ["C", "N", "N", "C", "C", "C", "H", "H", "H", "H", "H", "H"],
  "positions_angstrom": [[-1.501166, -0.032038, 0.357568], [-0.798421, 0.798404, 1.066074], [0.423537, 1.183330, 0.406449], [1.365063, 0.112565, 0.599332], [0.672826, 0.118521, -0.600048], [-0.602742, -0.570268, -0.825424], [-2.432383, -0.295421, 0.981976], [1.235042, -0.372335, 1.583963], [2.403996, 0.367835, 0.442494], [1.041314, 0.556816, -1.431447], [-0.756598, -1.738947, -0.881008], [-1.050467, -0.128461, -1.699930]],
  "forces_ev_per_a": [[2.0, 0.7, 2.7], [-0.9, 0.1, -0.8], [-0.9, 0.6, 0.1], [3.2, -0.1, 3.7], [-3.5, -1.4, -0.1], [-3.6, -2.2, 0.4], [1.2, -0.3, -2.0], [-0.3, -0.7, -1.2], [0.2, 0.5, 0.5], [1.9, 0.8, -2.5], [0.9, 2.3, 0.0], [-0.2, -0.3, -0.8]],
  "mulliken_charge": [-0.1220, -0.4620, -0.2631, -0.2665, -0.1473, -0.4522, 0.3427, 0.2779, 0.2235, 0.3463, 0.2606, 0.2622]
}


{
  "formula": "C4H6N2",
  "method": "ωB97M-V/def2-TZVPD",
  "relative_energy_kcal_mol": 60.98,
  "homo_lumo_gap_ev": 10.36,
  "smiles": "[H]/N=C1/C[C@@H]2N[C@H]12",
  "symbols": ["H", "N", "C", "C", "C", "N", "C", "H", "H", "H", "H", "H"],
  "positions_angstrom": [[-2.489354, -0.795733, -0.362740], [-1.735764, -1.455437, -0.168381], [-0.709604, -0.730174, -0.110230], [0.780381, -1.007861, 0.094636], [0.980330, 0.503530, -0.044332], [0.174894, 1.126408, 1.009046], [-0.463059, 0.746848, -0.271573], [1.085712, -1.448319, 1.046980], [1.188409, -1.579773, -0.745159], [1.797618, 1.017753, -0.528137], [0.328993, 2.132493, 0.987197], [-0.938555, 1.490265, -0.907307]],
  "forces_ev_per_a": [[-0.5, -0.4, -0.1], [0.2, 0.3, -0.1], [-0.2, -0.1, 0.0], [0.0, -0.1, 0.1], [0.5, 0.1, -0.2], [0.2, 0.2, 0.1], [-0.2, 0.1, -0.2], [-0.1, 0.0, -0.1], [-0.1, 0.1, 0.1], [0.0, 0.0, 0.1], [0.0, -0.1, 0.0], [0.0, -0.3, 0.2]],
  "mulliken_charge": [0.2567, -0.6904, 0.1586, -0.4865, -0.1519, -0.5708, -0.1659, 0.2748, 0.2657, 0.4103, 0.2479, 0.4517]
}